# 1
Below is C2H6N4O as an isolated structure, with properties calculated with ωB97M-V/def2-TZVPD.

The geometry in ORCA input format:
```
! RIJCOSX wB97M-V def2-TZVPD def2/J DEFGRID3
* xyz 0 1
C 0.722 0.200 -0.214
N -1.800 -0.680 -0.189
N 1.078 -0.622 0.900
C -0.660 1.547 -0.032
O 1.427 -0.138 -1.328
N 0.627 1.654 0.030
N -0.778 0.240 -0.397
H 1.590 -1.091 -1.320
H -1.863 -1.301 -0.993
H -1.624 -1.240 0.646
H 0.629 -0.286 1.746
H 2.081 -0.564 1.042
H -1.430 2.280 0.109
*
```

Energy relative to the best compared isomer or geometry (same formula, charge and spin): 68.0 kcal per mole
E_tot: -374.00200 Ha
Gap between HOMO and LUMO: 9.49 eV
LUMO energy: 0.0275 Eh
HOMO: -8.744 eV

***

# 2
Below is C37H38LiN4O2STe as an isolated structure, with properties calculated with ωB97M-V/def2-TZVPD.

The geometry in ORCA input format:
```
! RIJCOSX wB97M-V def2-TZVPD def2/J DEFGRID3
* xyz 0 2
Li 0.016 -0.988 -0.689
C 0.268 -2.490 2.753
S -0.263 -3.510 1.383
C 1.200 -4.534 1.263
O -0.234 -2.612 0.185
H 0.587 -3.122 3.580
H -0.576 -1.869 3.049
H 1.090 -1.864 2.402
H 1.225 -5.213 2.115
H 2.092 -3.908 1.237
H 1.110 -5.105 0.342
C -8.742 0.477 -3.539
C -7.388 0.392 -2.891
C -6.990 -0.750 -2.206
C -5.741 -0.839 -1.599
C -5.381 -2.104 -0.865
C -4.869 0.250 -1.671
Te -2.787 0.037 -0.887
N -0.784 0.641 -0.221
C -0.674 1.884 0.216
O -1.469 2.830 0.113
C 0.645 2.153 0.937
C 1.244 3.401 0.806
C 2.463 3.663 1.415
C 3.080 2.689 2.191
C 2.468 1.454 2.357
C 1.262 1.190 1.724
C -3.444 0.022 1.121
C -3.122 -1.114 1.859
C -3.475 -1.229 3.195
C -4.158 -0.186 3.803
C -4.485 0.940 3.067
C -4.147 1.071 1.719
C -4.543 2.312 0.976
C -5.240 1.405 -2.362
C -4.366 2.627 -2.498
C -6.500 1.454 -2.958
H -9.290 -0.458 -3.432
H -8.657 0.698 -4.604
H -9.343 1.270 -3.090
H -7.667 -1.595 -2.145
H -6.160 -2.855 -0.990
H -5.258 -1.918 0.204
H -4.439 -2.523 -1.226
H 0.735 4.154 0.219
H 2.929 4.632 1.292
H 4.028 2.896 2.671
H 2.936 0.698 2.975
H 0.774 0.230 1.840
H -2.609 -1.930 1.362
H -3.234 -2.128 3.750
H -4.444 -0.251 4.845
H -5.017 1.754 3.546
H -4.919 3.064 1.669
H -5.329 2.092 0.251
H -3.684 2.723 0.443
H -3.418 2.539 -1.969
H -4.882 3.503 -2.101
H -4.151 2.826 -3.550
H -6.791 2.357 -3.487
N 7.095 -1.462 -0.761
C 8.346 -0.887 -0.663
C 9.622 -1.428 -0.534
C 10.667 -0.530 -0.463
C 10.452 0.859 -0.518
C 9.184 1.384 -0.645
C 8.114 0.491 -0.718
N 6.758 0.744 -0.844
C 6.195 -0.430 -0.865
C 4.744 -0.644 -0.991
C 4.178 -1.914 -1.092
C 2.804 -2.021 -1.202
N 1.989 -0.966 -1.218
C 2.537 0.248 -1.138
C 3.901 0.458 -1.020
H 6.887 -2.443 -0.749
H 9.792 -2.496 -0.489
H 11.678 -0.901 -0.362
H 11.304 1.523 -0.460
H 9.011 2.451 -0.688
H 4.773 -2.817 -1.094
H 2.333 -2.993 -1.286
H 1.852 1.084 -1.156
H 4.303 1.458 -0.942
*
```

Energy relative to the best compared isomer or geometry (same formula, charge and spin): 0.0 kcal per mole
E_tot: -2475.98508 Ha
Gap between HOMO and LUMO (spin up / spin down): 5.82 / 7.18 eV
LUMO energy (spin up / spin down): -0.0137 / -0.0138 Eh
<S²>: 0.764
HOMO (spin up / spin down): -6.188 / -7.552 eV

***

# 3
Below is an isolated ion of composition C4H7IN and charge +1, with properties calculated with ωB97M-V/def2-TZVPD.

The geometry in ORCA input format:
```
! RIJCOSX wB97M-V def2-TZVPD def2/J DEFGRID3
* xyz 1 1
C 0.758 -1.386 1.049
N 1.249 -0.937 -0.051
C 0.575 0.072 -0.896
C -0.379 0.937 -0.049
C -1.737 0.914 -0.159
I -2.863 2.275 0.924
H -0.265 -1.000 1.154
H 1.308 -2.038 1.604
H 2.191 -1.035 -0.278
H 0.095 -0.349 -1.696
H 1.387 0.654 -1.341
H 0.078 1.451 0.697
H -2.397 0.440 -0.959
*
```

Structure (SMILES): C=[NH+]C/C=C/I
Energy relative to the best compared isomer or geometry (same formula, charge and spin): 46.2 kcal per mole
E_tot: -508.73019 Ha
Gap between HOMO and LUMO: 7.35 eV
LUMO energy: -0.1969 Eh
HOMO: -12.704 eV

***

# 4
Below is one molecule with the formula C4H11NO, with properties calculated with ωB97M-V/def2-TZVPD.

The geometry in ORCA input format:
```
! RIJCOSX wB97M-V def2-TZVPD def2/J DEFGRID3
* xyz 0 1
N -0.724 -2.301 -1.429
C -1.081 -0.971 -0.925
C -0.171 -0.503 0.262
C 0.689 0.717 -0.111
C 0.935 1.593 1.126
O -0.249 2.134 1.673
H -0.607 -2.247 -2.434
H 0.190 -2.619 -1.126
H -0.994 -0.212 -1.708
H -2.090 -0.978 -0.523
H 0.464 -1.359 0.442
H -0.854 -0.199 1.043
H 0.137 1.330 -0.817
H 1.697 0.463 -0.438
H 1.508 2.454 0.760
H 1.647 1.068 1.747
H -0.496 1.630 2.460
*
```

Structure (SMILES): NCCCCO
Energy relative to the best compared isomer or geometry (same formula, charge and spin): 34.2 kcal per mole
E_tot: -288.96251 Ha
Gap between HOMO and LUMO: 10.17 eV
LUMO energy: 0.0352 Eh
HOMO: -9.214 eV

***

# 5
Below is a 2-piece molecular cluster, C4H8O4 overall, with properties calculated with ωB97M-V/def2-TZVPD.

The geometry in ORCA input format:
```
! RIJCOSX wB97M-V def2-TZVPD def2/J DEFGRID3
* xyz 0 1
C 3.512 0.089 0.062
C 2.086 0.150 0.027
O 1.348 1.153 0.048
O 1.618 -1.108 -0.235
H 4.067 0.995 -0.104
H 3.694 -0.395 1.022
H 3.850 -0.653 -0.706
H 0.572 -0.868 -0.223
C -3.558 -0.194 0.124
C -2.080 0.004 -0.087
O -1.203 -0.876 -0.097
O -1.587 1.234 -0.263
H -3.691 -1.277 0.342
H -3.785 0.214 1.035
H -4.232 0.336 -0.609
H -0.610 1.197 -0.335
*
```

Structure (SMILES): CC(=O)O.CC(=O)O
Energy relative to the best compared isomer or geometry (same formula, charge and spin): 22.2 kcal per mole
E_tot: -458.19778 Ha
Gap between HOMO and LUMO: 11.42 eV
LUMO energy: 0.0311 Eh
HOMO: -10.570 eV

***

# 6
Below is a 2-piece molecular cluster, C21H25N5O3S2 overall, with properties calculated with ωB97M-V/def2-TZVPD.

The geometry in ORCA input format:
```
! RIJCOSX wB97M-V def2-TZVPD def2/J DEFGRID3
* xyz 2 1
O 5.417 -2.702 -0.185
S 6.021 -2.196 1.121
O 7.486 -2.586 1.104
C 5.813 -0.326 1.275
N 4.387 0.003 0.910
C 4.075 0.138 -0.493
C 2.625 0.436 -0.957
C 1.484 0.614 0.110
C 0.015 0.885 -0.422
C -0.349 1.587 -1.764
C -1.876 1.708 -2.114
N -2.924 1.209 -1.230
C -4.353 1.340 -1.660
C -4.887 0.154 -2.603
C -4.259 -1.294 -2.296
C -2.768 -1.511 -2.851
S -2.410 -3.229 -3.455
C -0.591 -3.159 -3.854
N 0.326 -4.207 -4.201
N 1.508 -3.511 -4.332
C 1.388 -2.085 -4.111
O 0.005 -1.854 -3.811
C -2.647 0.569 0.029
C -1.170 0.390 0.480
C 1.881 0.471 1.612
C 3.383 0.168 1.963
H 5.353 -2.837 2.185
H 6.574 0.204 0.607
H 5.931 -0.066 2.381
H 4.903 0.027 -1.279
H 2.402 0.510 -2.079
H 0.459 1.978 -2.464
H -2.106 2.202 -3.127
H -5.000 1.510 -0.720
H -4.440 2.314 -2.280
H -6.023 0.063 -2.394
H -4.791 0.345 -3.725
H -4.373 -1.503 -1.163
H -4.960 -2.064 -2.807
H -2.053 -1.319 -1.957
H -2.459 -0.776 -3.682
H 2.212 -1.290 -4.144
H -3.459 0.156 0.718
H -0.932 -0.142 1.476
H 1.087 0.575 2.441
H 3.759 0.069 3.049
N -1.342 1.573 4.042
C -0.847 0.738 5.012
C -0.499 1.507 6.094
C -0.799 2.854 5.770
C -1.320 2.865 4.500
H -1.670 1.282 3.137
H -0.786 -0.328 4.847
H -0.077 1.141 7.019
H -0.650 3.721 6.398
H -1.674 3.677 3.883
*
```

Energy relative to the best compared isomer or geometry (same formula, charge and spin): 167.6 kcal per mole
E_tot: -2110.03011 Ha
Gap between HOMO and LUMO: 4.07 eV
LUMO energy: -0.3225 Eh
HOMO: -12.844 eV